Computed, not measured: 14 unconnected molecules or ions with the total composition C68H178N14O8, with ωB97M-V/def2-TZVPD.

Each line ends with the Löwdin charge.
Element x y z (Å)
C1 -7.3312 -1.3020 -2.2753  -0.09
C2 -6.6828 -2.3110 -3.2269  -0.21
N1 -5.8600 -3.3182 -2.3996  -0.15
C3 -5.9772 -4.7134 -2.8824  -0.23
C4 -6.3640 -5.6787 -1.7305  -0.07
C5 -4.4831 -2.8694 -2.4133  -0.30
C6 -3.7375 -3.3463 -1.2401  -0.09
H1 -7.8677 -0.5415 -2.8604  0.08
H2 -6.6064 -0.8710 -1.6254  0.03
H3 -8.1018 -1.7254 -1.6942  0.05
H4 -7.3507 -2.8755 -3.8124  0.07
H5 -6.1397 -1.7435 -4.0496  0.13
H6 -6.7234 -4.7233 -3.7049  0.11
H7 -5.0223 -5.0187 -3.2491  0.09
H8 -7.1463 -5.2685 -1.0787  0.07
H9 -6.6729 -6.6304 -2.1280  0.06
H10 -5.4595 -5.7873 -1.0960  0.05
H11 -4.4582 -1.7998 -2.5184  0.10
H12 -3.9913 -3.2212 -3.3256  0.11
H13 -4.2349 -3.2103 -0.2524  0.09
H14 -2.7576 -2.9451 -1.2641  0.05
H15 -3.6163 -4.4322 -1.2820  0.06
C7 4.4564 -2.8579 -4.4540  -0.08
C8 4.9908 -2.9846 -3.0053  -0.23
N2 5.8819 -1.8884 -2.5966  -0.18
C9 5.4031 -0.5995 -3.0690  -0.25
C10 4.0305 -0.1762 -2.5444  -0.06
C11 7.2745 -2.2096 -2.9482  -0.26
C12 8.3797 -1.4220 -2.2825  -0.10
H16 5.2967 -2.5657 -5.1410  0.09
H17 3.6995 -2.0879 -4.5825  0.05
H18 4.1017 -3.7891 -4.8801  0.05
H19 4.1629 -3.1303 -2.3202  0.09
H20 5.5224 -3.9052 -2.9172  0.09
H21 6.1440 0.1020 -2.6345  0.12
H22 5.4097 -0.5864 -4.1512  0.10
H23 3.9170 -0.3916 -1.4624  0.07
H24 3.8516 0.8402 -2.7383  0.04
H25 3.3178 -0.8284 -3.0838  0.05
H26 7.4104 -2.0426 -4.0131  0.11
H27 7.5281 -3.2569 -2.7495  0.12
H28 8.4368 -1.5903 -1.1957  0.08
H29 8.3444 -0.3681 -2.4224  0.05
H30 9.3325 -1.7198 -2.7011  0.07
C13 8.0701 1.4911 3.6982  -0.08
C14 6.8397 1.6040 2.7689  -0.26
N3 6.1077 2.8850 2.8145  -0.17
C15 5.6312 3.0019 4.2139  -0.22
C16 4.8186 4.3035 4.4545  -0.06
C17 4.9866 2.7807 1.8916  -0.28
C18 5.2815 3.5390 0.6471  -0.08
H31 8.6525 0.6091 3.3392  0.08
H32 7.6958 1.2828 4.6808  0.05
H33 8.7686 2.3056 3.6998  0.07
H34 7.1745 1.4675 1.7224  0.12
H35 6.1618 0.8179 3.0360  0.07
H36 5.0549 2.1085 4.4413  0.10
H37 6.5795 2.9968 4.8100  0.11
H38 3.8667 4.3436 3.8856  0.07
H39 4.4978 4.3172 5.4404  0.03
H40 5.3900 5.2195 4.2338  0.09
H41 4.1849 3.3113 2.3402  0.08
H42 4.7071 1.7605 1.6557  0.09
H43 4.4864 3.3604 -0.1024  0.05
H44 6.1819 3.1825 0.1127  0.08
H45 5.4283 4.6153 0.7319  0.08
C19 -1.3185 -5.5777 -3.4451  -0.09
C20 -0.0161 -5.5809 -4.1763  -0.29
N4 -0.0527 -4.8947 -5.4619  -0.18
C21 -0.1660 -3.4531 -5.2914  -0.29
C22 -0.5285 -2.6235 -6.4494  -0.09
C23 1.1291 -5.3526 -6.1922  -0.28
C24 0.8498 -6.6305 -7.0008  -0.08
H46 -1.8954 -4.6646 -3.2100  0.05
H47 -1.2005 -6.1474 -2.5176  0.07
H48 -2.0364 -6.1484 -4.0704  0.09
H49 0.7455 -5.1343 -3.5119  0.11
H50 0.2784 -6.6028 -4.3933  0.11
H51 0.7928 -3.0796 -4.8613  0.12
H52 -0.8539 -3.2907 -4.4639  0.10
H53 -0.6961 -1.6071 -6.1592  0.06
H54 -1.2536 -3.1155 -7.1137  0.09
H55 0.3321 -2.4999 -7.0594  0.05
H56 1.4132 -4.5409 -6.8729  0.11
H57 2.0130 -5.3814 -5.5090  0.11
H58 1.8034 -7.1186 -7.2775  0.07
H59 0.2478 -7.2911 -6.3263  0.07
H60 0.2469 -6.4416 -7.9308  0.08
C25 1.1687 -2.2033 -1.4586  -0.07
C26 1.2736 -1.5997 -0.0620  -0.21
N5 0.5737 -0.3059 0.0444  -0.20
C27 -0.8358 -0.3573 -0.1423  -0.27
C28 -1.5982 0.7613 0.5999  -0.07
C29 1.2032 0.7145 -0.7320  -0.24
C30 2.3665 1.2653 0.0983  -0.07
H61 1.6907 -1.6192 -2.2180  0.03
H62 0.1248 -2.3472 -1.7348  0.07
H63 1.7371 -3.1575 -1.5435  0.08
H64 0.8373 -2.3270 0.6664  0.10
H65 2.2826 -1.4188 0.2623  0.07
H66 -1.1607 -0.3443 -1.2228  0.13
H67 -1.2270 -1.3046 0.2654  0.10
H68 -1.1060 0.8787 1.5751  0.06
H69 -1.5286 1.6912 0.0834  0.01
H70 -2.6927 0.4544 0.6367  0.09
H71 0.4098 1.4570 -0.9841  0.11
H72 1.5627 0.3085 -1.7106  0.08
H73 2.9744 1.9935 -0.4266  0.05
H74 3.0424 0.4322 0.2358  0.04
H75 2.0651 1.6194 1.0961  0.07
C31 0.0980 4.4929 -6.7898  -0.06
C32 0.6428 4.3470 -5.3426  -0.28
N6 1.8549 3.5985 -5.2811  -0.18
C33 1.7478 2.1872 -5.6528  -0.22
C34 0.9131 1.2161 -4.7737  -0.05
C35 2.5436 3.7294 -3.9306  -0.23
C36 4.0373 3.4966 -4.0560  -0.08
H76 -0.7889 5.1177 -6.8300  0.06
H77 -0.1034 3.5243 -7.2584  0.06
H78 0.9195 4.8912 -7.3450  0.06
H79 0.9422 5.3282 -5.0091  0.11
H80 -0.0783 3.9684 -4.6593  0.08
H81 1.4153 2.0905 -6.6756  0.10
H82 2.7824 1.9306 -5.6163  0.08
H83 1.3247 1.0998 -3.7430  0.05
H84 -0.1179 1.4696 -4.7168  0.05
H85 0.9855 0.2190 -5.1954  0.06
H86 2.0088 3.1252 -3.1743  0.10
H87 2.4488 4.7817 -3.6497  0.10
H88 4.2578 2.4978 -4.3348  0.03
H89 4.5383 3.5676 -3.0992  0.07
H90 4.3519 4.1155 -4.9026  0.09
C37 -5.2836 6.1934 4.8827  -0.06
C38 -4.1285 6.5779 3.9996  -0.44
C39 -4.1372 5.8043 2.7193  -0.21
O1 -4.0414 4.4133 2.9290  -0.23
C40 -2.7212 3.9865 3.0831  -0.08
N7 -4.1658 8.0748 3.7969  0.02
H91 -6.2279 6.4778 4.5064  0.06
H92 -5.1100 6.7435 5.8087  0.09
H93 -5.2877 5.1128 5.0853  0.09
H94 -3.2234 6.3988 4.6008  0.14
H95 -3.2195 6.0567 2.0666  0.13
H96 -5.0245 5.9371 2.1470  0.12
H97 -2.4030 4.2249 4.0565  0.08
H98 -2.1097 4.4698 2.3345  0.06
H99 -2.7614 2.9130 2.9262  0.09
H100 -5.1284 8.4303 3.6556  0.07
H101 -3.6804 8.3755 2.9079  0.08
C41 5.2333 -1.4387 1.3491  -0.03
C42 4.3015 -2.2181 2.3387  -0.41
C43 4.3846 -3.7023 2.1387  -0.22
O2 5.7597 -4.0966 2.1145  -0.18
C44 5.9293 -5.4730 1.9363  -0.10
N8 4.5040 -1.7484 3.7216  0.06
H102 6.2572 -1.7206 1.4136  0.06
H103 5.1491 -0.3647 1.6078  0.05
H104 4.8815 -1.5916 0.2956  0.07
H105 3.2345 -2.0047 2.0220  0.11
H106 3.8628 -3.9252 1.1900  0.13
H107 3.8444 -4.2312 2.9294  0.11
H108 5.4130 -5.9461 2.7423  0.08
H109 6.9683 -5.6244 2.0031  0.08
H110 5.4942 -5.8017 1.0111  0.08
H111 4.1170 -2.4100 4.4001  0.07
H112 5.4592 -1.5452 3.9500  0.07
C45 0.1003 1.5022 4.3701  -0.04
C46 1.5084 1.0467 4.0464  -0.44
C47 2.2382 0.9727 5.2920  -0.27
O3 2.3908 2.2609 5.8447  -0.18
C48 3.1645 2.1281 7.0147  -0.12
N9 1.5605 -0.3395 3.5146  0.11
H113 -0.5057 1.8062 3.5303  0.05
H114 0.3925 2.3998 4.9380  0.08
H115 -0.3604 0.8164 5.0795  0.09
H116 1.9824 1.8267 3.3791  0.15
H117 3.2545 0.6506 4.9992  0.12
H118 1.7211 0.2799 5.9549  0.14
H119 3.0853 2.9871 7.6636  0.09
H120 4.1959 1.9238 6.7773  0.08
H121 2.8571 1.2777 7.6189  0.08
H122 1.1683 -0.2863 2.6300  0.02
H123 2.5203 -0.5985 3.3955  0.02
C49 -0.5872 -5.0190 4.8869  -0.06
C50 0.6076 -4.6110 4.1613  -0.48
C51 0.3288 -4.2519 2.7366  -0.24
O4 -0.4302 -5.2654 2.1178  -0.18
C52 -0.4037 -5.1046 0.7204  -0.11
N10 1.4580 -3.5964 4.7381  0.08
H124 -0.1929 -5.3193 5.8475  0.08
H125 -0.8907 -6.0143 4.4175  0.12
H126 -1.3672 -4.3001 4.9633  0.06
H127 1.2173 -5.5335 4.0342  0.15
H128 1.2795 -4.0708 2.3144  0.09
H129 -0.2090 -3.2987 2.6633  0.11
H130 -1.0006 -4.1774 0.4290  0.09
H131 -0.8860 -6.0159 0.3062  0.10
H132 0.6284 -5.0830 0.3681  0.08
H133 1.0836 -2.6958 4.4972  0.04
H134 1.7680 -3.6804 5.6806  0.07
C53 -0.1529 4.2769 0.1852  -0.03
C54 -0.3619 5.6799 -0.4140  -0.40
C55 0.6673 6.6774 0.1458  -0.23
O5 0.9475 6.4736 1.4727  -0.17
C56 -0.0874 6.8982 2.3143  -0.10
N11 -0.3933 5.7966 -1.9042  0.06
H135 -0.9835 3.6292 -0.0888  0.04
H136 -0.0836 4.2860 1.2253  0.04
H137 0.7913 3.9058 -0.2062  0.08
H138 -1.3237 6.0606 -0.1412  0.11
H139 0.3734 7.7003 -0.0237  0.12
H140 1.5282 6.6153 -0.4741  0.11
H141 -0.9521 6.1839 2.2424  0.06
H142 -0.5002 7.8807 2.1199  0.09
H143 0.2849 6.8310 3.3287  0.10
H144 0.3956 5.3060 -2.3443  0.05
H145 -1.2905 5.4049 -2.2666  0.06
C57 -3.7971 3.7086 -0.9745  -0.02
C58 -4.1933 2.5375 -1.9425  -0.43
C59 -3.0562 2.1576 -2.8008  -0.23
O6 -2.5902 3.2451 -3.5453  -0.22
C60 -3.5085 3.8572 -4.3975  -0.13
N12 -4.6264 1.3283 -1.2626  0.06
H146 -3.2749 4.5201 -1.5137  0.07
H147 -3.1461 3.3564 -0.2261  0.03
H148 -4.6293 4.1001 -0.4028  0.07
H149 -5.0160 2.9467 -2.5736  0.13
H150 -3.3129 1.3768 -3.5450  0.14
H151 -2.1975 1.8817 -2.1689  0.12
H152 -4.2920 3.2020 -4.8511  0.10
H153 -2.9770 4.3936 -5.2011  0.08
H154 -4.0882 4.6325 -3.8513  0.09
H155 -4.8522 1.6263 -0.2760  0.04
H156 -5.5520 1.1249 -1.6124  0.05
C61 -5.6557 1.1895 3.7020  -0.04
C62 -5.5208 1.0182 2.2026  -0.39
C63 -6.5994 0.0526 1.6440  -0.19
O7 -6.4435 -1.1539 2.3138  -0.18
C64 -7.0343 -2.2866 1.6800  -0.05
N13 -5.6083 2.3203 1.4879  0.04
H157 -5.5419 0.2777 4.2262  0.04
H158 -6.6022 1.6300 3.8698  0.07
H159 -4.9079 1.7904 4.1690  0.07
H160 -4.4886 0.6911 2.0449  0.11
H161 -6.3914 -0.0252 0.5945  0.10
H162 -7.5272 0.5791 1.8262  0.13
H163 -6.4194 -3.1508 1.9810  0.08
H164 -7.0683 -2.3183 0.6567  0.04
H165 -8.0442 -2.2866 2.0155  0.08
H166 -6.5473 2.7482 1.5459  0.10
H167 -5.0303 3.0363 1.9181  0.04
C65 -2.0840 -1.2790 3.3120  -0.05
C66 -3.4185 -2.0317 3.1589  -0.39
C67 -3.1690 -3.5357 2.7218  -0.19
O8 -4.4653 -3.9944 2.5258  -0.22
C68 -4.4445 -5.2521 1.9329  -0.11
N14 -4.1070 -1.9918 4.4235  0.06
H168 -2.2265 -0.2467 3.2393  0.03
H169 -1.3767 -1.4900 2.4498  0.08
H170 -1.6777 -1.4478 4.2518  0.06
H171 -4.0141 -1.6288 2.3502  0.11
H172 -2.6899 -4.1189 3.4769  0.09
H173 -2.6063 -3.5006 1.7973  0.10
H174 -3.8085 -5.9239 2.5551  0.11
H175 -4.0107 -5.1482 0.9272  0.06
H176 -5.5177 -5.5577 1.7335  0.11
H177 -5.0864 -2.2096 4.2952  0.07
H178 -4.0291 -1.0440 4.8294  0.08

Values from the calculation:
Max |F|: 3.30 eV/Å
ΔE to the lowest compared entry with this formula, charge and spin: 48.2 kcal per mole
Electronic energy: -110635.1486 eV
Gap between HOMO and LUMO: 8.886 eV